113
Properties=species:S:1:pos:R:3 method="wB97M-V/def2-TZVPD" e_above_lowest_kj_mol=2.71 largest_force_ev_per_a=1.74 total_energy_ev=-54816.7385 smiles=C1CCOC1.C1CCOC1.C1CCOC1.C1CCOC1.C1CCOC1.C1CCOC1.C1CCOC1.C1CCOC1.CCO gap_ev=9.7 e_homo_ev=-9.19
C -3.841 5.493 2.844
C -2.949 4.261 2.981
C -1.573 4.822 2.675
O -1.603 6.145 3.239
C -2.927 6.646 3.235
H -4.766 5.401 3.414
H -4.152 5.573 1.798
H -3.277 3.472 2.302
H -2.893 3.830 3.982
H -1.310 4.868 1.611
H -0.756 4.305 3.178
H -3.034 7.493 2.549
H -3.161 7.017 4.238
C 1.804 2.357 -4.446
C 1.174 1.365 -5.425
C 0.343 0.517 -4.471
O 1.215 0.321 -3.365
C 1.913 1.542 -3.140
H 1.171 3.233 -4.305
H 2.770 2.711 -4.808
H 1.908 0.693 -5.867
H 0.562 1.841 -6.189
H 0.096 -0.469 -4.862
H -0.575 1.024 -4.139
H 2.931 1.379 -2.788
H 1.371 2.053 -2.335
C 0.314 -6.054 2.911
C 0.510 -5.093 1.732
C 0.833 -3.760 2.446
O 0.750 -3.964 3.854
C -0.001 -5.142 4.090
H 1.250 -6.576 3.136
H -0.408 -6.864 2.789
H -0.422 -4.988 1.183
H 1.342 -5.434 1.123
H 0.022 -3.050 2.218
H 1.739 -3.266 2.100
H -1.073 -4.915 4.167
H 0.347 -5.548 5.040
C -2.512 3.106 -1.839
C -2.899 4.585 -1.779
C -2.091 5.059 -0.562
O -1.031 4.136 -0.377
C -1.065 3.160 -1.425
H -2.670 2.629 -2.807
H -3.094 2.552 -1.097
H -3.971 4.735 -1.680
H -2.534 5.085 -2.679
H -2.724 5.093 0.333
H -1.692 6.068 -0.704
H -0.636 2.262 -0.981
H -0.399 3.491 -2.233
C 4.470 0.297 2.773
C 5.890 -0.261 2.631
C 5.648 -1.763 2.487
O 4.338 -1.933 1.982
C 3.599 -0.725 2.020
H 4.402 1.293 2.331
H 4.151 0.406 3.810
H 6.494 -0.063 3.516
H 6.385 0.157 1.756
H 5.746 -2.285 3.444
H 6.376 -2.212 1.805
H 2.637 -0.904 2.501
H 3.385 -0.305 1.029
C -4.729 0.312 1.295
C -4.773 -0.988 2.083
C -3.561 -1.738 1.512
O -2.610 -0.699 1.172
C -3.223 0.578 1.356
H -5.229 1.125 1.826
H -5.076 0.263 0.266
H -5.683 -1.577 1.973
H -4.626 -0.786 3.145
H -3.852 -2.164 0.550
H -3.142 -2.458 2.207
H -2.889 1.269 0.579
H -2.897 0.952 2.331
C 2.924 -3.305 -1.632
C 3.572 -1.929 -1.586
C 4.599 -1.992 -2.722
O 4.855 -3.372 -2.943
C 4.114 -4.164 -2.014
H 2.113 -3.383 -2.361
H 2.463 -3.561 -0.675
H 4.030 -1.743 -0.610
H 2.855 -1.104 -1.657
H 5.514 -1.469 -2.431
H 4.179 -1.565 -3.636
H 4.689 -4.389 -1.107
H 3.860 -5.086 -2.534
C -2.324 -1.487 -2.928
C -2.456 -2.881 -3.551
C -2.035 -3.823 -2.419
O -1.659 -3.010 -1.315
C -1.302 -1.740 -1.834
H -3.265 -1.175 -2.466
H -2.028 -0.715 -3.639
H -1.759 -2.993 -4.390
H -3.428 -3.028 -4.024
H -1.211 -4.475 -2.725
H -2.841 -4.481 -2.085
H -0.295 -1.796 -2.277
H -1.326 -0.961 -1.078
C 1.305 1.819 0.735
C 0.519 0.534 0.630
O 0.112 0.075 1.907
H 0.644 2.642 1.004
H 1.707 2.068 -0.253
H 2.157 1.700 1.402
H 1.105 -0.289 0.193
H -0.350 0.670 -0.027
H -0.589 -0.578 1.801

123
Properties=species:S:1:pos:R:3 method="wB97M-V/def2-TZVPD" total_charge=+1 largest_force_ev_per_a=11.76 total_energy_ev=-114944.3784 gap_ev=4.5 e_homo_ev=-9.54
C 9.229 -3.995 0.752
C 8.972 -2.485 0.109
O 8.057 -2.620 -1.045
C 8.086 -1.399 -1.891
C 6.626 -0.650 -1.783
C 5.194 -1.389 -2.247
C 3.955 -0.349 -2.029
C 2.471 -0.965 -2.510
C 1.312 -0.785 -1.349
C 0.152 0.231 -1.934
C -1.123 -0.542 -2.624
C -2.379 0.515 -2.931
C -3.536 0.439 -1.750
C -4.799 1.482 -2.032
C -6.269 0.726 -2.062
C -7.132 1.216 -0.748
C -8.431 0.233 -0.436
C -8.574 0.002 1.214
C -8.058 -1.519 1.613
O -8.214 -1.647 3.099
C -7.024 -2.326 3.646
N 3.884 1.021 -1.493
N 5.050 1.609 -1.121
C 4.976 3.061 -0.602
C 5.397 3.213 0.975
C 4.720 4.547 1.720
N 5.688 5.494 2.450
O 3.397 4.782 1.736
C 6.334 0.869 -1.264
N 7.593 1.666 -0.855
C 8.091 1.159 0.346
O 8.243 0.702 1.619
H 9.564 -3.833 1.870
H 8.206 -4.567 0.784
H 10.036 -4.587 0.145
H 8.404 -1.830 0.919
H 9.978 -1.995 -0.231
H 8.246 -1.642 -3.047
H 8.940 -0.650 -1.602
H 5.138 -2.479 -2.679
H 2.203 -0.396 -3.525
H 2.568 -2.098 -2.789
H 1.781 -0.406 -0.320
H 0.822 -1.852 -1.209
H 0.624 0.916 -2.787
H -0.263 0.863 -1.036
H -1.553 -1.432 -1.983
H -0.834 -1.002 -3.675
H -1.976 1.620 -3.076
H -2.924 0.202 -3.934
H -3.959 -0.644 -1.608
H -2.994 0.779 -0.751
H -4.806 2.338 -1.206
H -4.665 2.004 -3.087
H -6.197 -0.450 -2.121
H -6.854 1.108 -3.009
H -6.401 1.246 0.193
H -7.491 2.345 -0.885
H -9.426 0.727 -0.846
H -8.297 -0.774 -1.018
H -7.914 0.793 1.807
H -9.695 0.105 1.552
H -8.725 -2.350 1.083
H -6.944 -1.622 1.266
H -6.888 -3.413 3.210
H -7.180 -2.409 4.813
H -6.041 -1.689 3.470
H 3.831 3.390 -0.680
H 5.579 3.732 -1.347
H 6.574 3.410 0.986
H 5.234 2.225 1.618
H 5.256 6.431 2.604
H 5.894 5.058 3.383
C -6.378 5.634 -4.235
S -7.043 5.009 -2.672
O -5.986 4.150 -2.044
C -8.269 3.904 -3.415
H -5.560 6.324 -4.011
H -5.997 4.807 -4.839
H -7.160 6.168 -4.779
H -7.775 3.181 -4.068
H -8.992 4.492 -3.985
H -8.787 3.373 -2.613
C -2.953 -2.956 4.109
S -2.340 -2.091 2.642
O -3.531 -1.705 1.817
C -1.588 -3.542 1.864
H -3.498 -2.241 4.730
H -3.627 -3.765 3.814
H -2.110 -3.357 4.677
H -2.343 -4.315 1.705
H -0.788 -3.925 2.503
H -1.169 -3.240 0.902
C 4.033 0.168 3.902
S 3.054 -0.197 5.379
O 2.051 -1.248 5.007
C 2.185 1.390 5.431
H 4.633 -0.712 3.658
H 3.373 0.399 3.062
H 4.697 1.013 4.101
H 1.637 1.547 4.500
H 2.907 2.196 5.583
H 1.483 1.372 6.267
C 10.067 -4.612 5.845
S 9.992 -3.106 4.846
O 10.913 -3.294 3.678
C 10.838 -2.041 6.040
H 9.623 -5.430 5.272
H 11.107 -4.858 6.077
H 9.500 -4.470 6.768
H 11.831 -2.441 6.260
H 10.246 -1.979 6.956
H 10.937 -1.045 5.604
C -6.627 -0.368 -6.832
S -7.562 1.177 -6.716
O -7.025 1.943 -5.544
C -9.122 0.419 -6.201
H -5.597 -0.129 -7.108
H -6.632 -0.882 -5.867
H -7.067 -1.006 -7.601
H -8.977 -0.143 -5.275
H -9.484 -0.244 -6.990
H -9.853 1.213 -6.032

151
Properties=species:S:1:pos:R:3 method="wB97M-V/def2-TZVPD" largest_force_ev_per_a=2.24 total_energy_ev=-144681.1985 gap_ev=10.0 e_homo_ev=-10.20
Cl -1.594 1.996 -1.123
C -2.031 3.025 -2.513
C -2.814 4.248 -2.103
Cl -4.503 3.847 -1.677
H -2.659 2.411 -3.156
H -1.127 3.317 -3.043
H -2.923 4.954 -2.928
H -2.418 4.867 -1.299
C -3.156 -2.770 4.394
N -2.661 -1.351 4.371
O -2.505 -0.848 3.267
O -2.413 -0.794 5.413
H -3.015 -3.172 3.403
H -4.171 -2.725 4.778
H -2.525 -3.268 5.127
C 2.115 -3.187 -6.367
N 0.865 -2.465 -5.997
O 0.252 -2.904 -5.041
O 0.462 -1.597 -6.738
H 2.420 -3.776 -5.512
H 2.841 -2.399 -6.564
H 1.914 -3.749 -7.273
C 4.547 -0.276 1.381
N 4.539 0.156 2.798
O 5.634 0.155 3.327
O 3.519 0.560 3.299
H 4.939 0.595 0.850
H 3.524 -0.567 1.169
H 5.315 -1.026 1.227
C 1.090 1.450 -5.980
N 1.632 0.639 -4.876
O 0.987 0.580 -3.840
O 2.660 0.023 -5.054
H 0.983 0.768 -6.820
H 1.810 2.215 -6.256
H 0.130 1.815 -5.637
C -3.726 -0.552 0.205
N -4.715 -1.502 0.810
O -4.994 -2.515 0.215
O -5.095 -1.199 1.923
H -2.793 -0.581 0.755
H -4.161 0.426 0.016
H -3.612 -0.943 -0.811
C -2.094 -0.685 -3.672
O -3.217 -1.534 -3.889
C -4.456 -1.096 -3.719
O -5.445 -1.665 -4.070
O -4.465 0.113 -3.133
C -5.701 0.575 -2.614
H -2.232 0.331 -4.035
H -1.235 -1.146 -4.150
H -1.888 -0.632 -2.600
H -5.900 0.055 -1.670
H -6.538 0.477 -3.298
H -5.574 1.588 -2.237
C 0.292 -2.428 -1.935
O -0.338 -1.714 -0.886
C 0.348 -0.805 -0.211
O 1.502 -0.509 -0.385
O -0.469 -0.283 0.689
C 0.038 0.833 1.431
H 1.215 -2.973 -1.733
H 0.510 -1.758 -2.770
H -0.489 -3.115 -2.257
H -0.746 1.270 2.040
H 0.497 1.557 0.759
H 0.796 0.429 2.108
C -0.095 5.060 0.976
O 1.277 4.934 1.269
C 1.652 4.323 2.383
O 0.910 3.798 3.164
O 2.964 4.442 2.489
C 3.574 3.826 3.612
H -0.210 5.222 -0.094
H -0.561 5.878 1.524
H -0.619 4.123 1.182
H 3.803 4.519 4.422
H 4.490 3.370 3.244
H 2.946 3.052 4.052
C 4.199 -4.380 5.370
O 3.532 -4.815 4.205
C 3.471 -3.960 3.190
O 3.623 -2.768 3.317
O 3.141 -4.593 2.090
C 2.914 -3.859 0.905
H 3.799 -4.913 6.229
H 4.075 -3.323 5.609
H 5.280 -4.517 5.304
H 2.399 -4.548 0.236
H 3.827 -3.544 0.404
H 2.234 -3.020 1.061
C -2.205 -3.833 0.747
O -0.943 -4.451 0.811
C -0.648 -5.150 1.911
O -1.279 -5.190 2.935
O 0.467 -5.801 1.651
C 0.995 -6.762 2.553
H -2.232 -2.787 1.061
H -3.009 -4.400 1.215
H -2.503 -3.753 -0.302
H 0.221 -7.498 2.773
H 1.341 -6.341 3.496
H 1.856 -7.211 2.070
C -1.622 2.141 4.540
O -2.886 2.356 5.170
C -3.426 3.567 5.039
O -2.880 4.581 4.714
O -4.703 3.444 5.387
C -5.535 4.570 5.257
H -1.204 2.880 3.861
H -1.842 1.265 3.927
H -0.902 1.789 5.276
H -5.243 5.429 5.862
H -6.553 4.288 5.514
H -5.576 4.902 4.216
C 3.766 -1.565 -2.410
O 5.033 -1.246 -2.991
C 5.454 -2.016 -3.975
O 4.789 -2.840 -4.559
O 6.718 -1.755 -4.227
C 7.329 -2.601 -5.216
H 3.938 -2.071 -1.463
H 3.093 -2.152 -3.027
H 3.276 -0.623 -2.178
H 6.939 -2.285 -6.177
H 7.178 -3.657 -5.000
H 8.408 -2.488 -5.129
C 2.729 3.361 -1.167
O 3.421 2.672 -2.209
C 4.701 2.411 -2.048
O 5.344 2.479 -1.033
O 5.147 1.956 -3.226
C 6.498 1.480 -3.293
H 1.766 3.621 -1.594
H 3.290 4.223 -0.808
H 2.626 2.680 -0.319
H 7.168 2.340 -3.279
H 6.558 1.034 -4.282
H 6.693 0.751 -2.514
C -3.625 3.290 1.706
O -4.903 3.259 2.333
C -5.899 2.633 1.739
O -5.815 1.843 0.832
O -7.014 2.979 2.344
C -8.225 2.461 1.835
H -3.261 2.260 1.645
H -2.877 3.908 2.189
H -3.805 3.587 0.666
H -8.569 2.985 0.943
H -9.007 2.575 2.582
H -8.152 1.400 1.603